# 1
Here is a structure of composition C20H22FN3O3 in a non-equilibrium geometry from the OMol25 dataset. Energies are from ωB97M-V/def2-TZVPD.

Geometry (Å):
C (-6.575, -1.636, 1.852)
C (-6.123, -0.307, 1.120)
H (-7.026, 0.282, 0.736)
O (-5.401, -0.473, -0.056)
C (-4.059, -0.712, 0.077)
O (-3.606, 0.532, 0.854)
C (-3.797, 1.699, 0.218)
C (-3.476, 3.016, 0.867)
H (-2.508, 2.947, 1.311)
H (-4.133, 2.944, 1.797)
H (-3.604, 4.128, 0.459)
H (-4.829, 1.965, -0.458)
H (-2.969, 1.664, -0.891)
C (-3.399, -0.852, -1.068)
N (-2.005, -1.089, -1.102)
C (-1.207, -0.166, -1.321)
O (-1.469, 0.649, -2.067)
C (0.261, -0.406, -1.023)
C (0.935, -1.505, -0.940)
C (2.157, -1.651, -0.476)
N (2.911, -2.806, -0.405)
C (4.029, -2.252, 0.049)
N (4.254, -0.871, -0.181)
C (2.932, -0.487, -0.379)
C (2.454, 0.895, -1.006)
C (1.194, 0.813, -1.057)
H (0.652, 1.559, -1.239)
H (3.095, 1.780, -0.733)
C (5.358, -0.276, -0.010)
C (6.378, -0.584, 0.961)
C (7.521, 0.302, 0.925)
C (7.770, 1.195, -0.028)
C (6.922, 1.548, -0.884)
C (5.696, 0.656, -1.045)
H (4.994, 0.928, -1.820)
H (7.143, 2.503, -1.568)
H (8.748, 1.779, 0.032)
F (8.385, -0.084, 2.220)
H (6.128, -1.284, 1.620)
H (4.880, -2.835, 0.216)
H (0.323, -2.591, -0.778)
H (-1.798, -1.665, -0.055)
H (-3.715, -0.216, -1.827)
H (-3.914, -2.025, -1.402)
H (-3.979, -1.252, 0.914)
H (-5.625, 0.294, 1.836)
H (-7.237, -1.583, 2.630)
H (-5.604, -2.271, 2.195)
H (-7.062, -2.198, 0.929)

For the energy above the lowest of the compared OMol25 structures with the same formula, charge and spin, the calculation gives 366.96 kcal per mole. The LUMO energy is 0.25 eV. As for the total energy: -1264.67461 Eh. As for the spin multiplicity: 1. The orbital gap is 8.691 eV. The calculation puts the HOMO energy at -8.441 eV.

Want to see where the charge sits? The Löwdin charges in e are: number 1, C, carries -0.049; number 2, C, carries -0.261; number 3, H, carries 0.151; number 4, O, carries -0.084; number 5, C, carries -0.391; number 6, O, carries -0.102; number 7, C, carries -0.388; number 8, C, carries -0.123; number 9, H, carries 0.044; number 10, H, carries 0.083; number 11, H, carries 0.127; number 12, H, carries 0.174; number 13, H, carries 0.175; number 14, C, carries -0.157; number 15, N, carries 0.113; number 16, C, carries -0.629; number 17, O, carries 0.152; number 18, C, carries -0.056; number 19, C, carries -0.057; number 20, C, carries -0.310; number 21, N, carries 0.175; number 22, C, carries -0.084; number 23, N, carries 0.004; number 24, C, carries -0.040; number 25, C, carries 0.035; number 26, C, carries -0.042; number 27, H, carries 0.038; number 28, H, carries 0.132; number 29, C, carries -0.263; number 30, C, carries 0.111; number 31, C, carries -0.053; number 32, C, carries -0.171; number 33, C, carries -0.076; number 34, C, carries 0.066; number 35, H, carries 0.092; number 36, H, carries 0.163; number 37, H, carries 0.162; number 38, F, carries -0.120; number 39, H, carries 0.070; number 40, H, carries 0.113; number 41, H, carries 0.191; number 42, H, carries 0.266; number 43, H, carries 0.126; number 44, H, carries 0.238; number 45, H, carries 0.118; number 46, H, carries 0.096; number 47, H, carries 0.016; number 48, H, carries 0.116; number 49, H, carries 0.110

***

# 2
Here is a structure of composition C30H75N5O14SSn2 in a non-equilibrium geometry from the OMol25 dataset. Energies are from ωB97M-V/def2-TZVPD.

Geometry (Å):
Sn (-1.517, 2.360, 1.835)
Sn (0.652, -3.587, -1.319)
S (-0.326, -0.474, -0.428)
O (-0.983, -1.181, -1.549)
O (-1.182, -0.380, 0.785)
O (0.906, -1.257, -0.119)
O (0.036, 0.900, -0.832)
C (2.507, -3.777, 1.318)
O (1.213, -3.561, 0.780)
C (0.133, -3.766, 1.695)
C (-1.106, -3.912, 0.870)
N (-0.950, -5.000, -0.080)
C (-2.130, -5.601, -0.686)
C (-3.039, -4.584, -1.337)
O (-2.222, -3.617, -1.940)
C (-2.925, -2.763, -2.822)
H (2.669, -4.864, 1.360)
H (2.610, -3.481, 2.364)
H (3.292, -3.335, 0.712)
H (0.069, -2.933, 2.400)
H (0.307, -4.689, 2.264)
H (-1.483, -2.973, 0.455)
H (-1.874, -4.212, 1.606)
H (-0.353, -5.692, 0.362)
H (-2.724, -6.260, -0.048)
H (-1.783, -6.214, -1.525)
H (-3.523, -4.033, -0.511)
H (-3.843, -4.977, -1.957)
H (-2.226, -2.130, -3.356)
H (-3.581, -2.123, -2.219)
H (-3.621, -3.222, -3.532)
C (0.273, 5.895, 3.280)
O (0.340, 4.886, 2.273)
C (1.624, 4.854, 1.693)
C (1.741, 4.058, 0.405)
N (1.466, 2.663, 0.649)
C (2.316, 1.948, 1.607)
C (3.750, 1.844, 1.137)
O (4.580, 1.382, 2.197)
C (5.312, 0.195, 1.882)
H (-0.749, 6.101, 3.584)
H (0.701, 6.822, 2.893)
H (0.886, 5.549, 4.113)
H (2.286, 4.556, 2.517)
H (2.043, 5.832, 1.416)
H (2.596, 4.307, -0.233)
H (0.957, 4.427, -0.270)
H (1.025, 2.009, 0.008)
H (1.936, 0.928, 1.688)
H (2.187, 2.462, 2.559)
H (4.189, 2.826, 0.920)
H (3.852, 1.259, 0.217)
H (5.710, 0.386, 0.882)
H (4.598, -0.641, 1.837)
H (6.054, -0.047, 2.634)
C (0.560, 3.159, 5.412)
O (0.220, 2.136, 4.503)
C (0.434, 0.850, 5.045)
C (0.327, -0.225, 3.979)
N (-1.007, -0.244, 3.423)
C (-2.044, -0.854, 4.254)
C (-3.361, -0.971, 3.493)
O (-3.634, 0.053, 2.551)
C (-4.881, -0.178, 1.920)
H (1.622, 3.423, 5.382)
H (0.160, 3.017, 6.417)
H (0.077, 4.069, 5.054)
H (-0.359, 0.622, 5.765)
H (1.421, 0.782, 5.508)
H (0.652, -1.183, 4.414)
H (1.062, -0.038, 3.196)
H (-0.968, -0.624, 2.481)
H (-2.005, -0.361, 5.225)
H (-1.720, -1.893, 4.425)
H (-4.156, -1.322, 4.148)
H (-3.065, -1.804, 2.830)
H (-5.471, 0.739, 1.895)
H (-5.517, -0.835, 2.523)
H (-4.810, -0.655, 0.943)
C (7.193, -2.171, -4.285)
O (5.997, -2.539, -3.660)
C (5.556, -1.528, -2.782)
C (4.385, -1.987, -1.940)
N (3.155, -2.009, -2.763)
C (2.437, -0.715, -2.793)
C (1.354, -0.827, -3.859)
O (0.770, -2.103, -3.836)
C (0.012, -2.319, -5.012)
H (8.146, -2.152, -3.752)
H (7.085, -1.235, -4.856)
H (7.356, -2.825, -5.149)
H (5.351, -0.568, -3.279)
H (6.412, -1.285, -2.133)
H (4.278, -1.566, -0.946)
H (4.603, -3.059, -1.836)
H (3.374, -2.393, -3.674)
H (3.107, 0.134, -2.971)
H (2.075, -0.613, -1.771)
H (1.830, -0.560, -4.810)
H (0.592, -0.069, -3.639)
H (0.650, -2.519, -5.882)
H (-0.472, -1.392, -5.337)
H (-0.692, -3.139, -4.915)
C (-5.166, 1.043, -4.217)
O (-4.968, 1.309, -2.866)
C (-4.268, 0.313, -2.118)
C (-3.771, 0.929, -0.848)
N (-2.624, 1.828, -0.934)
C (-2.797, 2.957, -1.848)
C (-1.736, 3.986, -1.548)
O (-1.725, 4.327, -0.184)
C (-2.615, 5.424, 0.014)
H (-4.572, 1.681, -4.881)
H (-6.199, 1.247, -4.515)
H (-5.020, 0.020, -4.585)
H (-3.409, 0.048, -2.757)
H (-4.868, -0.602, -2.082)
H (-3.417, 0.111, -0.207)
H (-4.513, 1.348, -0.165)
H (-1.774, 1.318, -1.143)
H (-3.820, 3.304, -1.982)
H (-2.581, 2.558, -2.853)
H (-1.589, 4.803, -2.260)
H (-0.779, 3.478, -1.751)
H (-2.357, 6.336, -0.526)
H (-2.538, 5.687, 1.074)
H (-3.663, 5.163, -0.155)

As for the total charge: +2. For the energy above the lowest of the compared OMol25 structures with the same formula, charge and spin, the calculation gives 0.00 kcal per mole. The LUMO energy is -5.72 eV. As for the total energy: -3341.22202 Eh. As for the spin multiplicity: 1. The orbital gap is 7.061 eV. The calculation puts the HOMO energy at -12.779 eV.

Results of the Löwdin charge analysis, in e, for atoms 1 through 99: number 1, Sn, carries 1.691; number 2, Sn, carries 1.690; number 3, S, carries 0.260; number 4, O, carries -0.366; number 5, O, carries -0.435; number 6, O, carries -0.424; number 7, O, carries -0.381; number 8, C, carries -0.039; number 9, O, carries -0.466; number 10, C, carries -0.165; number 11, C, carries -0.237; number 12, N, carries -0.154; number 13, C, carries -0.155; number 14, C, carries -0.208; number 15, O, carries -0.277; number 16, C, carries -0.092; number 17, H, carries 0.110; number 18, H, carries 0.113; number 19, H, carries 0.093; number 20, H, carries 0.136; number 21, H, carries 0.149; number 22, H, carries 0.107; number 23, H, carries 0.152; number 24, H, carries 0.134; number 25, H, carries 0.140; number 26, H, carries 0.134; number 27, H, carries 0.131; number 28, H, carries 0.142; number 29, H, carries 0.071; number 30, H, carries 0.068; number 31, H, carries 0.110; number 32, C, carries -0.082; number 33, O, carries -0.271; number 34, C, carries -0.229; number 35, C, carries -0.178; number 36, N, carries -0.050; number 37, C, carries -0.181; number 38, C, carries -0.203; number 39, O, carries -0.192; number 40, C, carries -0.083; number 41, H, carries 0.099; number 42, H, carries 0.100; number 43, H, carries 0.073; number 44, H, carries 0.127; number 45, H, carries 0.134; number 46, H, carries 0.129; number 47, H, carries 0.115; number 48, H, carries 0.035; number 49, H, carries 0.100; number 50, H, carries 0.105; number 51, H, carries 0.129; number 52, H, carries 0.120; number 53, H, carries 0.084; number 54, H, carries 0.074; number 55, H, carries 0.091; number 56, C, carries -0.091; number 57, O, carries -0.265; number 58, C, carries -0.213; number 59, C, carries -0.203; number 60, N, carries -0.107; number 61, C, carries -0.166; number 62, C, carries -0.196; number 63, O, carries -0.248; number 64, C, carries -0.101; number 65, H, carries 0.106; number 66, H, carries 0.106; number 67, H, carries 0.059; number 68, H, carries 0.117; number 69, H, carries 0.139; number 70, H, carries 0.126; number 71, H, carries 0.103; number 72, H, carries 0.029; number 73, H, carries 0.114; number 74, H, carries 0.123; number 75, H, carries 0.135; number 76, H, carries 0.118; number 77, H, carries 0.102; number 78, H, carries 0.095; number 79, H, carries 0.082; number 80, C, carries -0.128; number 81, O, carries -0.167; number 82, C, carries -0.248; number 83, C, carries -0.183; number 84, N, carries -0.077; number 85, C, carries -0.191; number 86, C, carries -0.224; number 87, O, carries -0.313; number 88, C, carries -0.093; number 89, H, carries 0.096; number 90, H, carries 0.093; number 91, H, carries 0.093; number 92, H, carries 0.124; number 93, H, carries 0.125; number 94, H, carries 0.107; number 95, H, carries 0.117; number 96, H, carries 0.118; number 97, H, carries 0.123; number 98, H, carries 0.068; number 99, H, carries 0.136

***

# 3
Here is the ion C6H14N5 with charge +1 in a non-equilibrium geometry from the OMol25 dataset. Energies are from ωB97M-V/def2-TZVPD.

Geometry (Å):
C (2.096, 0.118, -1.177)
C (-0.370, -0.311, 0.441)
C (1.075, 1.729, 0.517)
C (1.241, -1.948, -0.256)
C (-1.576, -0.317, -0.215)
C (-2.026, 1.013, -0.690)
N (1.584, 1.266, -0.730)
N (0.356, 0.689, 1.177)
N (0.288, -1.581, 0.656)
N (-2.356, -1.414, -0.373)
N (2.411, -0.866, -0.161)
H (1.896, 2.005, 1.215)
H (0.441, 2.550, 0.252)
H (1.491, -3.043, -0.193)
H (1.002, -1.812, -1.293)
H (-3.009, 1.026, -0.985)
H (-1.445, 1.342, -1.594)
H (-1.876, 1.720, 0.230)
H (1.315, 1.951, -1.418)
H (-0.275, 1.168, 1.809)
H (0.739, -1.731, 1.560)
H (-2.464, -2.028, 0.475)
H (-3.327, -1.122, -0.679)
H (3.297, -1.262, -0.422)
H (2.433, -0.348, 0.779)

As for the total charge: +1. For the energy above the lowest of the compared OMol25 structures with the same formula, charge and spin, the calculation gives 124.46 kcal per mole. The LUMO energy is -3.14 eV. As for the total energy: -510.41979 Eh. As for the spin multiplicity: 1. The orbital gap is 8.447 eV. The calculation puts the HOMO energy at -11.588 eV.

Want to see where the charge sits? The Löwdin charges in e are: number 1, C, carries 0.000; number 2, C, carries -0.289; number 3, C, carries -0.220; number 4, C, carries -0.147; number 5, C, carries -0.347; number 6, C, carries -0.012; number 7, N, carries 0.023; number 8, N, carries 0.005; number 9, N, carries -0.009; number 10, N, carries 0.110; number 11, N, carries 0.056; number 12, H, carries 0.147; number 13, H, carries 0.118; number 14, H, carries 0.162; number 15, H, carries 0.110; number 16, H, carries 0.045; number 17, H, carries 0.109; number 18, H, carries 0.129; number 19, H, carries 0.136; number 20, H, carries 0.129; number 21, H, carries 0.138; number 22, H, carries 0.139; number 23, H, carries 0.132; number 24, H, carries 0.152; number 25, H, carries 0.182

***

# 4
Here is a cluster of 2 separate species, C2HClF4 in total in a non-equilibrium geometry from the OMol25 dataset. Energies are from ωB97M-V/def2-TZVPD.

Geometry (Å):
C (3.288, 0.276, -0.447)
C (-0.319, -1.357, 0.118)
F (3.569, 1.654, -0.588)
F (0.227, -1.998, 1.182)
F (-1.407, -2.113, -0.224)
F (-0.755, -0.164, 0.478)
Cl (3.997, -0.411, 0.886)
H (0.552, -1.473, -0.646)

The LUMO energy (alpha / beta) is 0.84 / -2.65 eV. As for the total energy: -936.29781 Eh. As for the spin multiplicity: 3. The orbital gap (alpha / beta) is 9.778 / 10.232 eV. The calculation puts the HOMO energy (alpha / beta) at -8.936 / -12.880 eV.

Want to see where the charge sits? The Löwdin charges in e are: number 1, C, carries -0.506; number 2, C, carries -0.470; number 3, F, carries -0.133; number 4, F, carries 0.063; number 5, F, carries 0.075; number 6, F, carries 0.137; number 7, Cl, carries 0.651; number 8, H, carries 0.183

***

Number 3 is which compound?
C6H14N5